Record 1
{
  "formula": "C8H13N3OS",
  "method": "wB97M-V/def2-TZVPD",
  "species": ["C", "C", "C", "C", "C", "C", "C", "C", "N", "N", "N", "O", "S", "H", "H", "H", "H", "H", "H", "H", "H", "H", "H", "H", "H", "H"],
  "coordinates": [[3.559, 0.177, 1.796], [2.942, 1.395, 1.555], [2.974, -1.002, 1.477], [1.572, 1.383, 1.122], [1.581, -1.057, 1.161], [0.870, 0.170, 1.078], [0.631, 0.310, -2.282], [-1.752, 1.134, -1.640], [-2.435, -1.853, -1.117], [-0.545, 0.118, 1.019], [-0.738, 0.135, -1.916], [0.009, -2.237, -1.468], [-1.011, -1.302, -1.087], [4.482, 0.189, 2.130], [3.481, 2.280, 1.649], [3.485, -1.898, 1.571], [1.168, 2.312, 0.796], [1.227, -1.957, 0.809], [1.006, 1.245, -1.839], [1.349, -0.411, -1.841], [0.848, 0.116, -3.338], [-2.436, 0.765, -0.829], [-1.168, 2.068, -1.307], [-2.349, 1.530, -2.460], [-3.044, -1.666, -0.353], [-0.876, 1.036, 0.725]],
  "forces_ev_per_a": [[-2.983, 1.260, -1.299], [-3.256, -1.627, -1.034], [-3.779, 0.052, -0.312], [3.072, 0.047, 0.832], [3.129, 2.398, 0.550], [-2.586, -0.729, 0.048], [1.708, 0.524, 0.269], [1.281, 2.024, 1.142], [0.475, 0.078, -1.556], [2.663, 0.511, 0.182], [-1.228, -2.049, -0.187], [1.006, -0.634, -1.052], [-1.575, -0.909, 1.498], [4.564, -0.010, 1.574], [0.658, 1.460, 0.170], [1.019, -1.583, 0.048], [-0.768, 0.494, 0.125], [-1.399, -1.794, -0.235], [-0.124, 0.244, -0.867], [-1.026, -0.052, 0.339], [-0.365, 0.871, -0.108], [0.678, 0.480, -0.826], [-0.981, -1.087, 0.051], [0.025, -0.710, -0.448], [-0.210, 0.456, 0.700], [0.001, 0.286, 0.395]],
  "nbo_charge": [-0.182, -0.199, -0.202, -0.209, -0.165, 0.074, -0.441, -0.417, -1.118, -0.501, -0.648, -0.924, 1.873, 0.200, 0.213, 0.213, 0.212, 0.235, 0.197, 0.251, 0.215, 0.227, 0.181, 0.213, 0.390, 0.315],
  "spin_multiplicity": 3,
  "s_squared": 2.046,
  "homo_ev": [-7.2, -9.4],
  "gap_ev": [7.94, 7.49]
}

---

Record 2
{
  "formula": "C8H13N3OS",
  "method": "wB97M-V/def2-TZVPD",
  "species": ["N", "C", "N", "C", "C", "C", "C", "C", "O", "C", "S", "C", "N", "H", "H", "H", "H", "H", "H", "H", "H", "H", "H", "H", "H", "H"],
  "coordinates": [[0.374, -2.575, -0.111], [1.122, -1.609, -0.665], [2.710, -1.630, -0.067], [2.932, -0.853, 1.142], [2.122, 0.223, 1.382], [1.002, 0.568, 0.548], [0.571, -0.284, -0.434], [-0.586, 0.075, -1.246], [-0.603, -0.253, -2.439], [-1.626, 0.955, -0.761], [-2.465, 1.703, -2.001], [-2.072, 1.605, 0.734], [-3.327, 2.369, 0.732], [0.224, -3.387, -0.708], [-0.177, -2.324, 0.735], [1.281, -1.778, -1.665], [3.351, -1.388, -0.786], [3.011, -2.701, -0.071], [3.832, -0.949, 1.626], [2.329, 0.899, 2.167], [0.391, 1.426, 0.701], [-1.672, 0.956, -2.909], [-1.873, 1.210, 1.723], [-3.339, 3.088, -0.100], [-3.332, 2.788, 1.736], [-4.180, 1.865, 0.737]],
  "forces_ev_per_a": [[-0.910, -0.687, 0.939], [1.313, 0.276, 1.455], [-0.478, -3.119, -0.038], [-2.627, 2.324, -1.020], [1.046, -1.704, -0.917], [-0.910, -2.214, -1.525], [0.164, 2.102, 2.169], [1.599, -0.726, -1.417], [0.051, -0.179, 1.283], [-3.365, 3.995, 5.731], [-0.202, -0.225, -1.286], [1.614, -3.300, -5.011], [1.902, 2.741, 0.771], [-0.447, 0.055, 0.969], [0.501, -0.989, -1.228], [0.631, -0.458, -2.425], [0.737, 1.385, -1.095], [-1.169, 2.338, 1.091], [1.824, -0.776, 1.237], [0.519, 0.299, 0.898], [0.192, 0.779, 0.315], [-0.775, 0.603, 0.259], [0.375, -0.320, -0.361], [-0.161, -1.117, 2.116], [-0.115, 0.174, -2.292], [-1.308, -1.257, -0.618]],
  "nbo_charge": [-0.799, 0.138, -0.605, 0.014, -0.205, -0.125, -0.151, 0.527, -0.503, -0.280, 0.177, -0.086, -0.740, 0.435, 0.421, 0.241, 0.436, 0.462, 0.245, 0.261, 0.243, 0.264, 0.229, 0.476, 0.477, 0.447],
  "relative_energy_kcal_mol": 26.19,
  "total_charge": 2,
  "homo_ev": [-15.4, -16.2],
  "gap_ev": [6.92, 7.68],
  "smiles": "N[C@@H]1[NH2+]C=CC=C1C(=O)/C(S)=C/[NH3+]"
}